1.
Formula: C4H7NO
Source: the Open Molecules 2025 dataset
Level of theory: ωB97M-V/def2-TZVPD

The geometry in ORCA input format:
```
! RIJCOSX wB97M-V def2-TZVPD def2/J DEFGRID3
* xyz 0 1
C 1.0344 -0.3483 -1.6704
N 0.8604 -1.4715 -0.7592
C -0.2356 -0.5208 -0.9262
C -0.5944 0.4159 0.1815
C 0.2555 0.4487 1.4104
O 0.4150 1.4014 0.5532
H 1.6785 0.4780 -1.3744
H 1.0807 -0.6119 -2.7234
H 1.3517 -1.3189 0.1208
H -1.1001 -0.9300 -1.4435
H -1.6008 0.8209 0.2055
H -1.9185 0.9581 3.2478
H -1.2268 0.6784 3.1779
*
```

Summary:
gap between HOMO and LUMO: 0.364 Ha
energy relative to the best compared isomer or geometry (same formula, charge and spin): 140.22 kcal per mole
LUMO: 0.39 eV

2.
Formula: C70H83Br3I2N15O2P
Source: the Open Molecules 2025 dataset
Level of theory: ωB97M-V/def2-TZVPD

The geometry in ORCA input format:
```
! RIJCOSX wB97M-V def2-TZVPD def2/J DEFGRID3
* xyz 0 1
C 3.6470 0.3091 -2.7445
C 3.5238 1.2586 -1.5182
Br 5.1649 1.9690 -0.6955
C 2.3068 1.6069 -1.0056
Br 2.3213 2.7756 0.5926
C 0.9458 1.1626 -1.5650
C 0.0014 2.1686 -2.1578
C 0.2493 3.6850 -2.2794
I -0.1862 5.0251 -0.6128
C 0.7139 4.2925 -3.4167
C 0.9133 5.8408 -3.5410
I 1.1502 3.0139 -5.0871
C -1.2836 1.6910 -2.6458
C -1.7113 0.2731 -2.5727
N -2.9708 -0.0690 -3.0551
C -3.2763 -1.3804 -2.9029
C -4.6884 -1.8145 -3.4434
C -5.7826 -0.7156 -3.0592
C -7.2436 -1.1728 -3.5022
O -5.7268 -0.3206 -1.6854
C -2.3140 -2.3498 -2.2854
P -2.8827 -4.1542 -2.1207
C -4.3182 -4.1381 -0.8750
O -1.6602 -5.0615 -1.3583
N -1.0590 -2.0847 -1.8241
C -0.8075 -0.7306 -1.9971
C 0.5287 -0.2251 -1.5032
Br 1.7542 -1.5329 -0.7062
H 4.1961 -0.6204 -2.4087
H 2.6809 0.0847 -3.2555
H 4.3502 0.8098 -3.4769
H 1.3520 6.1259 -4.5404
H 1.4656 6.2884 -2.6779
H -0.1170 6.3125 -3.5325
H -1.9959 2.4199 -3.0995
H -4.6718 -1.8343 -4.5745
H -5.0201 -2.8097 -3.0580
H -5.5310 0.2049 -3.6658
H -7.5581 -0.4865 -4.3384
H -7.9478 -1.1039 -2.6259
H -7.2337 -2.2172 -3.9252
H -5.0646 0.3896 -1.5970
H -4.3084 -3.1046 -0.4133
H -5.2855 -4.1944 -1.4492
H -4.2400 -4.9530 -0.1112
H -1.8414 -4.9627 -0.3991
N 8.6811 0.9189 -0.3486
C 9.3775 2.0913 -0.2366
C 10.6138 1.8009 0.2804
C 10.6677 0.3978 0.4830
C 9.4618 -0.1185 0.0831
H 7.7397 0.8329 -0.6959
H 8.9335 3.0285 -0.5323
H 11.3942 2.5169 0.4889
H 11.4969 -0.1697 0.8768
H 9.0924 -1.1313 0.0695
N -12.0292 -2.1603 -1.7073
C -12.5464 -0.9389 -1.3656
C -11.6295 -0.2983 -0.5713
C -10.5137 -1.1635 -0.4328
C -10.7887 -2.3027 -1.1468
H -12.4889 -2.8456 -2.2813
H -13.5198 -0.6335 -1.7154
H -11.7466 0.6832 -0.1389
H -9.6109 -0.9723 0.1264
H -10.2114 -3.2000 -1.3032
N 14.2818 2.2370 1.8908
C 14.9064 1.4126 0.9956
C 16.1502 1.9310 0.7407
C 16.2835 3.1110 1.5165
C 15.1165 3.2721 2.2170
H 13.3532 2.1029 2.2536
H 14.4125 0.5317 0.6174
H 16.8844 1.5088 0.0719
H 17.1389 3.7674 1.5568
H 14.8075 4.0319 2.9167
N 18.1342 0.9031 -2.6568
C 18.7607 0.0776 -3.5527
C 20.0045 0.5946 -3.8077
C 20.1379 1.7749 -3.0320
C 18.9692 1.9375 -2.3303
H 17.2053 0.7694 -2.2941
H 18.2671 -0.8033 -3.9309
H 20.7383 0.1718 -4.4759
H 20.9945 2.4308 -2.9920
H 18.6603 2.6979 -1.6302
N -15.8205 0.0870 0.7655
C -16.3395 1.3091 1.1070
C -15.4222 1.9496 1.9006
C -14.3051 1.0849 2.0390
C -14.5787 -0.0541 1.3262
H -16.2797 -0.5991 0.1917
H -17.3130 1.6142 0.7576
H -15.5384 2.9302 2.3329
H -13.4023 1.2772 2.5982
H -14.0005 -0.9504 1.1701
N -16.3458 -0.6373 4.5804
C -17.2134 -1.0701 5.5483
C -16.5066 -1.2195 6.7149
C -15.1629 -0.8575 6.4406
C -15.0977 -0.5008 5.1170
H -16.5886 -0.4476 3.6213
H -18.2551 -1.2350 5.3222
H -16.9098 -1.5503 7.6594
H -14.3376 -0.8577 7.1351
H -14.2723 -0.1640 4.5115
N 2.5936 -8.0246 -2.7578
C 1.9034 -6.8505 -2.5907
C 0.7206 -7.1415 -1.9631
C 0.6966 -8.5432 -1.7367
C 1.8649 -9.0598 -2.2346
H 3.4949 -8.1122 -3.1949
H 2.3138 -5.9137 -2.9340
H -0.0431 -6.4267 -1.6947
H -0.0896 -9.1088 -1.2614
H 2.2399 -10.0704 -2.2635
N 22.0339 4.9945 -1.9070
C 23.0794 5.8477 -2.1382
C 24.0344 5.6157 -1.1824
C 23.5503 4.5788 -0.3443
C 22.3164 4.2138 -0.8171
H 21.1905 4.9475 -2.4525
H 23.0521 6.5450 -2.9601
H 24.9772 6.1326 -1.0950
H 24.0509 4.1482 0.5089
H 21.6156 3.4693 -0.4735
N -19.5934 1.4576 6.3630
C -20.2667 2.6360 6.5375
C -21.4587 2.3548 7.1550
C -21.5039 0.9531 7.3664
C -20.3384 0.4276 6.8700
H -18.6898 1.3626 5.9298
H -19.8412 3.5700 6.2068
H -22.2139 3.0760 7.4261
H -22.3005 0.3930 7.8306
H -19.9760 -0.5870 6.8326
N 3.8091 -6.9916 -5.7845
C 4.9120 -6.2567 -5.4393
C 5.4977 -5.8058 -6.5941
C 4.7157 -6.2818 -7.6775
C 3.6801 -7.0072 -7.1467
H 3.1886 -7.4489 -5.1368
H 5.1843 -6.1199 -4.4044
H 6.3884 -5.2002 -6.6543
H 4.8920 -6.1109 -8.7280
H 2.8656 -7.5326 -7.6188
N 21.2985 -1.0576 -1.2045
C 20.6332 -2.2387 -1.3857
C 21.4294 -3.2510 -0.9124
C 22.6194 -2.6566 -0.4216
C 22.5076 -1.3027 -0.6131
H 20.9512 -0.1482 -1.4662
H 19.6539 -2.2571 -1.8359
H 21.1837 -4.3016 -0.9173
H 23.4621 -3.1634 0.0223
H 23.1831 -0.4946 -0.3812
N -11.6330 -0.3156 7.5661
C -12.1499 0.9060 7.9083
C -11.2342 1.5443 8.7045
C -10.1194 0.6783 8.8445
C -10.3933 -0.4590 8.1295
H -12.0921 -1.0004 6.9903
H -13.1224 1.2128 7.5573
H -11.3511 2.5253 9.1378
H -9.2179 0.8680 9.4057
H -9.8159 -1.3562 7.9738
N -14.2975 5.3375 2.9656
C -12.9521 5.2136 3.1884
C -12.2946 5.8420 2.1626
C -13.2802 6.3705 1.2897
C -14.5052 6.0459 1.8123
H -15.0203 4.9666 3.5574
H -12.5809 4.6891 4.0545
H -11.2241 5.9153 2.0516
H -13.1100 6.9266 0.3811
H -15.5040 6.2556 1.4644
*
```

Summary:
gap between HOMO and LUMO: 0.243 Ha
LUMO: -1.29 eV

3.
Formula: C25H41AsCaN9OS2Si
Source: the Open Molecules 2025 dataset
Level of theory: ωB97M-V/def2-TZVPD

The geometry in ORCA input format:
```
! RIJCOSX wB97M-V def2-TZVPD def2/J DEFGRID3
* xyz 1 1
Ca 0.1154 -0.1080 0.7890
C -1.4313 0.8970 4.3395
C 0.0635 0.8297 4.1981
C 0.9035 1.1299 5.3293
C 2.2700 0.8927 5.2536
C 2.7811 0.5375 4.0456
C 1.9297 0.2707 2.9474
N 0.5601 0.3670 3.0622
N 2.3070 -0.2210 1.7522
Si 3.9528 -0.6668 1.5007
C 5.2068 0.7596 1.5675
C 3.9490 -1.5296 -0.2010
C 4.3725 -1.7985 2.8906
H -1.7474 0.1263 4.9951
H -1.8158 0.7433 3.3545
H -1.6824 1.8720 4.7850
H 0.4583 1.5664 6.2225
H 2.9543 0.9978 6.0913
H 3.8430 0.4614 3.9412
H 5.5399 0.8752 0.5001
H 6.0895 0.4194 2.1630
H 4.7228 1.6749 1.9298
H 3.0774 -1.1827 -0.8381
H 3.8456 -2.6373 -0.0483
H 4.9364 -1.3713 -0.6331
H 3.5017 -2.2840 3.3794
H 4.9657 -1.3134 3.6849
H 4.9895 -2.6803 2.6175
S 0.3512 2.9954 0.6357
C 1.3969 3.5627 -0.6268
N 2.5589 2.8024 -0.8579
C 3.3038 3.0380 -1.9619
C 2.9796 4.0372 -2.8860
C 1.8735 4.8168 -2.5505
N 1.2080 4.6074 -1.4177
H 2.5304 1.8928 -0.3718
H 4.1244 2.2925 -2.1516
H 3.5797 4.2591 -3.7655
H 1.5493 5.7661 -2.9552
N -1.8639 -5.2229 -0.7052
C -1.3510 -4.5314 0.3398
C -1.1105 -3.1224 0.1811
N -0.5104 -2.5087 1.1901
C -0.4313 -3.1410 2.3763
C -0.6517 -4.5144 2.4823
N -1.0233 -5.2373 1.4403
H -2.0443 -4.7696 -1.6124
H -2.0741 -6.2210 -0.5998
H -1.2769 -2.5907 -0.8079
H -0.1974 -2.5509 3.2668
H -0.4488 -5.0827 3.3760
N 0.6233 0.2378 -1.5238
C 0.1417 0.5742 -2.5573
N -0.3267 0.7848 -3.7635
C -1.6372 1.3486 -3.9867
C -2.2492 0.5978 -5.1283
O -1.4774 0.7551 -6.3525
C -0.1099 0.3442 -6.2722
C 0.5493 0.8803 -4.9864
H -1.6040 2.4203 -4.2353
H -2.2484 1.3742 -3.0625
H -3.2265 0.9802 -5.3971
H -2.3322 -0.4982 -4.9060
H 0.2946 0.8765 -7.1264
H -0.0784 -0.7310 -6.4103
H 0.7628 1.9242 -5.2433
H 1.4828 0.3617 -4.6792
C -4.9555 0.2206 2.0254
As -4.5779 -0.0515 0.1584
C -5.8411 1.2650 -0.6053
C -5.1303 -1.8622 -0.4450
S -2.5764 0.2992 -0.4004
H -5.6100 -0.5931 2.3393
H -5.3982 1.1977 2.1962
H -4.0543 0.0969 2.5996
H -6.6029 1.3054 0.1354
H -6.2236 1.0540 -1.6208
H -5.1671 2.1147 -0.6385
H -4.2198 -2.5412 -0.3656
H -5.3480 -1.7789 -1.5444
H -5.9907 -2.1625 0.1590
*
```

Summary:
gap between HOMO and LUMO: 0.227 Ha
energy relative to the best compared isomer or geometry (same formula, charge and spin): 41.09 kcal per mole
LUMO: -2.69 eV

4.
Formula: H13NO5
Source: the Open Molecules 2025 dataset
Level of theory: ωB97M-V/def2-TZVPD

The geometry in ORCA input format:
```
! RIJCOSX wB97M-V def2-TZVPD def2/J DEFGRID3
* xyz 0 1
N -0.5606 -1.2343 -1.8020
H -0.8131 -2.0227 -1.2236
H -0.6732 -1.4722 -2.7782
H 0.4272 -1.0021 -1.7339
H 0.1827 -2.4551 2.3048
H -0.1345 -1.3343 1.3343
O 0.1313 -2.2617 1.3631
H -1.6279 1.2753 1.9168
H -1.1481 1.0158 0.5347
O -0.7985 1.1683 1.4398
H -1.4640 0.2552 -1.2151
H -2.8697 0.8079 -1.3210
O -2.0606 0.9437 -0.8346
H 2.2739 1.1735 -1.9453
H 1.7958 1.0317 -0.4507
O 2.1823 0.5714 -1.2064
H 0.9550 0.9753 1.7180
H 2.2903 1.5629 2.2908
O 1.9117 1.0014 1.6085
*
```

Summary:
gap between HOMO and LUMO: 0.417 Ha
energy relative to the best compared isomer or geometry (same formula, charge and spin): 13.26 kcal per mole
LUMO: 0.64 eV
SMILES: N.O.O.O.O.O

5.
Formula: H5NOSi2
Source: the Open Molecules 2025 dataset
Level of theory: ωB97M-V/def2-TZVPD

The geometry in ORCA input format:
```
! RIJCOSX wB97M-V def2-TZVPD def2/J DEFGRID3
* xyz 0 1
N -2.8437 0.8511 -0.1756
O 1.2794 0.2629 0.4940
Si -1.9435 -0.4565 0.1060
Si 2.6503 0.0910 -0.1017
H -2.7530 1.7190 0.3340
H -0.9438 -0.9098 1.0612
H -2.2462 -1.5396 -0.8237
H 3.8096 -0.4665 0.5764
H 2.9910 0.4484 -1.4705
*
```

Summary:
gap between HOMO and LUMO: 0.316 Ha
energy relative to the best compared isomer or geometry (same formula, charge and spin): 102.38 kcal per mole
LUMO: -0.72 eV
SMILES: N=[SiH2].O=[SiH2]

no.,E_HOMO (eV)
1,-9.4993
2,-7.8956
3,-8.8822
4,-10.6999
5,-9.3210